Record 1
C20H51ClN3O11 as an isolated structure, computed with ωB97M-V with the def2-TZVPD basis set.

Computed properties:
* HOMO level: -4.31 eV
* gap between HOMO and LUMO: 7.2 eV
* E_tot: -61054.60787 eV
* net charge: -1
* strongest force on any atom: 0.34174 Eh/bohr
* relative energy (zero: lowest compared OMol25 entry of this formula, charge and spin): 1777.4 kJ/mol

Structure (XYZ):
```
86
C20H51ClN3O11 | the Open Molecules 2025 dataset | ωB97M-V with the def2-TZVPD basis set
Cl -6.2371 -13.5056 -25.2422
O -4.8393 -13.1456 -25.1733
O -6.7126 -13.1251 -26.5444
O -6.3567 -14.9154 -25.1374
O -7.0903 -12.8047 -24.2806
C -3.8706 -17.1736 -23.7363
C -3.9054 -16.7852 -25.1420
O -4.5076 -15.5198 -25.3834
H -3.4055 -18.1361 -23.5234
H -4.8930 -17.2277 -23.3624
H -3.3094 -16.4898 -23.0995
H -4.5096 -17.4270 -25.7832
H -2.9438 -16.7222 -25.6514
H -5.4181 -15.4227 -25.0950
C -11.7011 -13.5754 -27.3616
O -10.4779 -12.8756 -27.4363
C -10.2338 -12.4842 -28.7798
C -8.7399 -12.2192 -28.9118
N -8.3587 -11.1311 -28.1038
C -6.8749 -11.2108 -28.0505
C -6.0348 -10.2906 -27.0901
O -6.2139 -10.5596 -25.7336
C -5.1052 -10.3206 -24.8424
H -11.8305 -14.1764 -26.4616
H -11.7714 -14.2860 -28.1852
H -12.6114 -13.0239 -27.5969
H -10.6586 -11.5071 -29.0100
H -10.6819 -13.0582 -29.5908
H -8.5627 -11.9954 -29.9638
H -8.2923 -13.1982 -28.7408
H -8.6487 -10.3196 -28.6306
H -6.4843 -10.9833 -29.0424
H -6.4972 -12.2156 -27.8611
H -6.2754 -9.2378 -27.2382
H -4.9844 -10.3585 -27.3734
H -4.1535 -10.6019 -25.2930
H -5.0524 -10.8096 -23.8697
H -5.0996 -9.2319 -24.7889
C -3.6576 -15.5439 -21.5514
O -5.1585 -15.5489 -21.5976
C -5.7897 -14.5901 -22.4056
C -5.6703 -13.2092 -21.7908
N -5.2735 -12.0921 -22.7184
C -3.8772 -12.0602 -23.0080
C -3.3107 -10.9143 -23.8636
O -3.3804 -9.6415 -23.2078
C -2.4962 -8.7140 -23.8149
H -3.3395 -15.4104 -22.5854
H -3.3019 -16.4479 -21.0571
H -3.1791 -14.7262 -21.0123
H -6.8479 -14.7849 -22.5800
H -5.3462 -14.7144 -23.3935
H -4.9355 -13.3515 -20.9983
H -6.6673 -12.9038 -21.4732
H -5.8250 -12.1458 -23.5628
H -3.5722 -12.9392 -23.5758
H -3.2517 -12.1342 -22.1185
H -3.8586 -10.7945 -24.7982
H -2.2764 -11.1877 -24.0726
H -1.4682 -8.7824 -23.4592
H -2.6534 -7.6854 -23.4903
H -2.5808 -8.7486 -24.9011
C -8.7601 -15.2836 -26.9285
O -9.1218 -14.3057 -25.9595
C -9.8533 -14.8577 -24.8340
C -9.2798 -14.1300 -23.5840
N -9.6524 -12.7447 -23.6420
C -9.4859 -11.9212 -22.4406
C -9.9232 -10.5386 -22.5460
O -9.8566 -9.9683 -23.8070
C -10.5496 -8.6102 -23.9264
H -7.8695 -15.8620 -26.6825
H -8.3603 -14.7669 -27.8010
H -9.5684 -15.8753 -27.3580
H -9.8068 -15.9426 -24.7390
H -10.9111 -14.6394 -24.9807
H -8.2203 -14.3795 -23.5264
H -9.8945 -14.5773 -22.8029
H -10.6482 -12.8339 -23.7852
H -8.4418 -11.8133 -22.1468
H -9.9906 -12.3804 -21.5906
H -9.3726 -9.8769 -21.8774
H -10.9821 -10.5488 -22.2876
H -10.8858 -8.4269 -24.9469
H -9.8992 -7.7774 -23.6590
H -11.4829 -8.5864 -23.3638
```

=====

Record 2
C20H51FN2O10S as an isolated structure, computed with ωB97M-V with the def2-TZVPD basis set.

Computed properties:
* HOMO level: -8.38 eV
* gap between HOMO and LUMO: 7.6 eV
* E_tot: -58567.90201 eV
* strongest force on any atom: 0.07721 Eh/bohr

Structure (XYZ):
```
85
C20H51FN2O10S | the Open Molecules 2025 dataset | ωB97M-V with the def2-TZVPD basis set
C 0.8994 -1.6837 2.5861
C 1.3193 -2.7290 1.5075
C 1.4066 -4.1852 1.9216
C 1.8187 -5.2122 0.9797
C 1.8933 -6.6948 1.5567
C 3.0671 -6.6852 2.6428
C 3.7236 -8.0986 2.8624
F 4.0354 -5.7335 2.1804
C 2.1971 -4.9612 -0.4454
N 2.6249 -5.9087 -1.3454
S 2.8607 -4.9524 -2.7196
N 2.4377 -3.4251 -2.1930
C 2.0803 -3.4998 -0.8534
C 1.6563 -2.4116 0.0845
H -0.0225 -1.1490 2.2319
H 1.7734 -0.9763 2.7153
H 0.7432 -2.1578 3.5997
H 1.1633 -4.4673 2.9738
H 0.8947 -6.8625 2.0483
H 2.0419 -7.4587 0.7515
H 2.6231 -6.2744 3.5976
H 3.7013 -8.6634 1.8931
H 4.8031 -7.9090 3.1392
H 3.2333 -8.6388 3.7159
H 1.6197 -1.3564 -0.2712
C -3.1094 -1.7379 0.6900
O -1.7769 -1.7773 0.1851
H -3.3426 -0.7160 0.9895
H -3.8091 -2.0538 -0.0858
H -3.1951 -2.3962 1.5573
H -1.5971 -2.6893 -0.0703
C -0.8095 1.9697 1.2769
O -1.3685 1.1172 2.2704
H -0.3479 2.8244 1.7649
H -0.0508 1.4247 0.7094
H -1.5987 2.3191 0.6057
H -1.7692 0.3701 1.8106
C 1.8747 4.1506 3.1724
O 2.0034 3.3534 1.9980
H 1.3615 5.0758 2.9140
H 1.2905 3.6104 3.9229
H 2.8632 4.3857 3.5674
H 2.4592 2.5436 2.2530
C -6.5253 -0.8333 0.4255
O -6.2159 -2.0556 1.0882
H -5.6319 -0.2115 0.3978
H -6.8534 -1.0397 -0.5965
H -7.3136 -0.3091 0.9714
H -7.0215 -2.5843 1.0984
C -7.2320 -3.2398 -3.0483
O -7.9309 -2.0009 -3.0378
H -7.0968 -3.5760 -2.0212
H -7.8116 -3.9842 -3.5999
H -6.2538 -3.1058 -3.5169
H -8.0360 -1.7271 -3.9557
C 6.8948 -4.7493 -3.4369
O 7.1516 -4.2688 -4.7505
H 7.3740 -5.7201 -3.3202
H 7.3054 -4.0528 -2.7014
H 5.8179 -4.8575 -3.2854
H 6.7194 -3.4112 -4.8306
C 5.5221 6.0082 2.7146
O 4.2174 6.3744 3.1462
H 5.9040 5.2330 3.3775
H 5.4808 5.6212 1.6934
H 6.1848 6.8763 2.7560
H 3.9010 7.0593 2.5463
C -1.6696 5.0793 -0.8578
O -0.7127 6.1065 -0.6184
H -2.4198 5.4521 -1.5525
H -1.1727 4.2085 -1.2944
H -2.1533 4.8016 0.0821
H -0.0619 5.7510 -0.0019
C 0.8344 7.6811 -3.2901
O 2.1596 7.6494 -3.8118
H 0.5988 8.7021 -2.9935
H 0.1277 7.3562 -4.0587
H 0.7627 7.0271 -2.4196
H 2.3442 6.7390 -4.0667
C -5.0552 6.6921 -3.1710
O -4.7378 5.4741 -2.5087
H -4.1613 7.3130 -3.2064
H -5.3906 6.4845 -4.1903
H -5.8393 7.2200 -2.6225
H -5.5410 4.9421 -2.4889
```

=====

Record 3
C20H52BCrF10N5O10S2 as an isolated structure, computed with ωB97M-V with the def2-TZVPD basis set.

Computed properties:
* HOMO level (spin up / spin down): -13.54 / -13.54 eV
* gap between HOMO and LUMO (spin up / spin down): 4.4 / 3.5 eV
* spin multiplicity: 5
* E_tot: -127434.60996 eV
* net charge: +2
* strongest force on any atom: 0.14322 Eh/bohr

Structure (XYZ):
```
101
C20H52BCrF10N5O10S2 | the Open Molecules 2025 dataset | ωB97M-V with the def2-TZVPD basis set
Cr 1.6326 -2.8717 -1.3968
B -0.0932 -0.3895 -0.1712
F -0.4864 0.0610 -1.3628
F 0.0614 0.6888 0.6919
F -1.0656 -1.2318 0.3991
F 1.0681 -1.1690 -0.3663
C 3.3918 -0.5808 1.8068
F 2.3318 0.1521 1.9396
F 3.9267 -0.3047 0.6187
F 4.2408 -0.4182 2.8163
S 2.8055 -2.4477 1.7699
O 3.6384 -3.1456 2.7598
O 1.4107 -2.5495 2.1176
N 2.9469 -2.9485 0.0537
S 4.4205 -3.5037 0.0514
O 4.7847 -3.6256 -1.3563
O 5.4525 -2.8343 0.8318
C 4.3922 -5.3566 0.7106
F 5.4197 -5.6639 1.5255
F 3.2899 -5.5002 1.3994
F 4.2480 -6.2539 -0.2816
C -4.3438 -0.8671 0.1754
C -4.8127 0.4688 -0.3662
C -3.5754 1.2836 -0.7856
O -3.8818 2.5098 -1.4269
C -2.6816 3.0515 -1.9656
N -5.6530 0.0897 -1.4665
H -5.1256 -1.6185 0.0645
H -4.1744 -0.8954 1.2518
H -3.5092 -1.3109 -0.3673
H -5.4759 1.0402 0.2832
H -3.0167 0.6639 -1.4869
H -2.9623 1.5085 0.0871
H -2.8353 4.0735 -2.3121
H -2.2973 2.4663 -2.8011
H -1.8942 3.1827 -1.2234
H -5.9803 1.0310 -1.6304
H -6.5100 -0.3229 -1.1267
C 3.5232 2.5189 -3.1360
C 2.4869 2.1728 -2.0259
C 1.6698 3.3740 -1.5625
O 2.5197 4.3754 -0.9055
C 1.7993 5.4359 -0.2743
N 1.6134 1.1248 -2.5684
H 3.0573 3.0359 -3.9749
H 3.9518 1.6169 -3.5728
H 4.2698 3.2726 -2.8861
H 2.9689 1.7556 -1.1418
H 0.8860 2.9942 -0.9071
H 1.3054 3.8911 -2.4501
H 1.2121 5.1256 0.5900
H 1.2527 6.0787 -0.9643
H 2.5108 6.1383 0.1600
H 1.1566 1.4997 -3.3875
H 0.8158 1.0588 -1.9523
C -1.5282 3.1885 1.7129
C -0.5985 3.4867 2.8704
C -1.2668 4.0963 4.1524
O -2.3505 3.2774 4.6521
C -1.9992 2.2776 5.5887
N -0.0544 2.1735 3.1958
H -0.8818 2.8568 0.9004
H -1.9661 4.0646 1.2345
H -2.3153 2.4656 1.9277
H 0.2305 4.1204 2.5556
H -1.6601 5.0698 3.8597
H -0.4921 4.2138 4.9102
H -2.8370 1.6178 5.8142
H -1.7182 2.7038 6.5518
H -1.1682 1.6359 5.2961
H 0.0902 1.6334 2.3547
H -0.8049 1.6729 3.6500
C -2.0890 -4.6945 -0.4394
C -0.8897 -4.1941 -1.2617
C -1.1400 -3.1308 -2.2747
O 0.1176 -2.5869 -2.6790
C 0.0690 -2.0886 -3.9879
N 0.1416 -3.8470 -0.3846
H -2.3012 -3.9127 0.2899
H -1.9009 -5.6906 -0.0386
H -2.9736 -4.6966 -1.0762
H -0.5074 -5.0719 -1.7829
H -1.7746 -2.3610 -1.8356
H -1.7163 -3.5086 -3.1192
H 1.0388 -1.7461 -4.3488
H -0.5331 -1.1944 -4.1488
H -0.2709 -2.8761 -4.6605
H 0.3007 -4.7698 -0.0062
H -0.4387 -3.4405 0.3352
C 3.6094 -1.4584 -3.3510
O 2.5668 -1.3735 -2.3995
H 3.4361 -0.7627 -4.1720
H 4.5192 -1.1838 -2.8171
H 3.8208 -2.4376 -3.7806
H 2.2662 -0.4685 -2.5093
C -1.5718 -0.9683 3.7465
O -2.0380 0.0711 2.9181
H -1.4449 -0.5829 4.7582
H -2.3613 -1.7043 3.8983
H -0.7435 -1.5812 3.3910
H -1.9578 -0.2247 2.0083
```

=====

Record 4
C20H55AlN6O8 as an isolated structure, computed with ωB97M-V with the def2-TZVPD basis set.

Computed properties:
* HOMO level: -13.09 eV
* gap between HOMO and LUMO: 1.8 eV
* E_tot: -53519.52013 eV
* net charge: +2
* strongest force on any atom: 0.06364 Eh/bohr
* relative energy (zero: lowest compared OMol25 entry of this formula, charge and spin): 324.3 kJ/mol

Structure (XYZ):
```
90
C20H55AlN6O8 | the Open Molecules 2025 dataset | ωB97M-V with the def2-TZVPD basis set
Al 4.6088 1.2607 1.5578
N 1.4118 -0.3555 -0.5423
O 1.5556 -0.6155 -1.7536
O 2.3554 0.0828 0.1178
O 0.3830 -0.7022 -0.0049
C 3.3891 3.6246 6.1015
C 3.4316 2.6841 4.8526
C 2.0126 2.3641 4.2111
O 2.2389 1.1781 3.4906
C 1.0886 0.2752 3.2652
N 4.2819 3.3272 3.8259
H 3.0934 4.6442 5.8544
H 4.3465 3.6855 6.6190
H 2.5689 3.1942 6.6761
H 3.8750 1.7207 5.1043
H 1.7245 3.1197 3.4803
H 1.2627 2.2854 4.9982
H 0.2437 0.6858 2.7124
H 0.6766 -0.2169 4.1462
H 1.5510 -0.6184 2.8460
H 5.1675 3.6718 4.1681
H 3.8606 4.2035 3.5524
C -5.4489 2.2879 2.9562
C -4.8983 1.1829 3.8862
C -4.1449 0.0697 3.1964
O -3.6146 0.3289 1.8549
C -2.4790 -0.4829 1.3783
N -4.0449 1.9006 4.8402
H -6.0155 3.1060 3.4008
H -6.1385 1.9644 2.1766
H -4.7277 2.9274 2.4472
H -5.7777 0.8671 4.4474
H -4.9286 -0.6856 3.1370
H -3.3458 -0.2827 3.8486
H -1.8818 0.2402 0.8229
H -2.6001 -1.2128 0.5779
H -1.9146 -0.7466 2.2728
H -4.6051 2.6478 5.2247
H -3.4459 2.4893 4.2791
C -0.1855 -5.5373 0.5359
C -0.1395 -4.0371 0.6960
C -0.0429 -3.5878 2.1575
O -1.2659 -3.8722 2.8298
C -1.3019 -3.1937 4.0412
N 0.9625 -3.5996 -0.0944
H -0.0617 -5.7742 -0.5208
H -1.0465 -6.0125 1.0059
H 0.6286 -6.0212 1.0754
H -1.0275 -3.5481 0.2955
H 0.1891 -2.5233 2.1912
H 0.7792 -4.0816 2.6755
H -0.6679 -3.7215 4.7536
H -2.2760 -3.2660 4.5249
H -1.0044 -2.1451 4.0543
H 0.8907 -2.6037 -0.2463
H 1.7237 -3.6236 0.5690
C 1.1445 -2.9933 -5.9925
C 1.9678 -2.0755 -5.0664
C 3.2391 -1.6419 -5.7725
O 3.7613 -0.4731 -5.1530
C 5.0045 -0.0080 -5.7265
N 1.0821 -0.9420 -4.7554
H 1.7872 -3.8157 -6.3067
H 0.9521 -2.4054 -6.8900
H 0.2594 -3.4220 -5.5225
H 2.1928 -2.5386 -4.1057
H 2.9925 -1.3281 -6.7868
H 3.9842 -2.3892 -6.0454
H 5.0488 1.0497 -5.4669
H 5.2294 -0.1082 -6.7883
H 5.8287 -0.5050 -5.2148
H 0.8442 -0.5785 -5.6672
H 0.3206 -1.4381 -4.3148
C -2.8827 1.0590 -2.1309
C -1.6717 1.3059 -3.0470
C -1.7668 2.4946 -4.0239
O -0.6075 2.5885 -4.8582
C -0.6196 3.6546 -5.8175
N -0.5828 1.4472 -2.1315
H -2.9603 0.0475 -1.7324
H -3.8003 1.1441 -2.7130
H -2.9504 1.7327 -1.2767
H -1.4260 0.4816 -3.7164
H -1.9518 3.4863 -3.6111
H -2.6299 2.3454 -4.6726
H -0.4348 4.6366 -5.3819
H -1.5572 3.6927 -6.3720
H 0.1928 3.5061 -6.5288
H -0.7111 2.2854 -1.5828
H -0.5485 0.7532 -1.3984
```

=====

Record 5
C20H55FeN9O17 as an isolated structure, computed with ωB97M-V with the def2-TZVPD basis set.

Computed properties:
* HOMO level (spin up / spin down): -0.40 / -0.40 eV
* gap between HOMO and LUMO (spin up / spin down): 3.8 / 3.8 eV
* spin multiplicity: 5
* E_tot: -104217.20504 eV
* net charge: -2
* strongest force on any atom: 0.15945 Eh/bohr

Structure (XYZ):
```
102
C20H55FeN9O17 | the Open Molecules 2025 dataset | ωB97M-V with the def2-TZVPD basis set
Fe 3.3300 1.2977 -0.3298
N 1.6529 4.0444 -0.1389
O 2.0495 4.4338 0.9310
O 1.0814 4.7994 -0.9559
O 1.7850 2.8431 -0.3496
N 0.4509 -0.1158 -0.5692
O -0.0684 -0.5682 -1.6033
O -0.2883 0.1275 0.4062
O 1.6541 0.0874 -0.4127
N 2.4241 1.8865 -3.3922
O 1.9202 1.1503 -4.3026
O 3.0477 1.3602 -2.5165
O 2.1949 3.0432 -3.3861
N -1.1937 2.2744 -3.0285
O -0.9997 1.6086 -4.0702
O -1.7523 1.7811 -2.0900
O -0.7876 3.4281 -2.9463
C 1.8976 -2.4311 -3.1247
C 0.9923 -2.4556 -4.3910
C 0.2283 -3.7010 -4.8927
O -0.6769 -4.1793 -3.9325
C -1.7250 -5.0895 -4.4471
N 0.0731 -1.3183 -4.3144
H 2.4843 -1.5156 -3.2010
H 2.5955 -3.2679 -3.0996
H 1.3537 -2.3548 -2.1832
H 1.6057 -2.2371 -5.2651
H 0.9235 -4.4422 -5.2871
H -0.3806 -3.5063 -5.7755
H -2.1012 -5.7195 -3.6412
H -1.3264 -5.7308 -5.2332
H -2.6192 -4.7056 -4.9382
H -0.8521 -1.7230 -4.2975
H 0.1930 -1.0302 -3.3538
C -0.4358 -1.4698 3.3455
C 0.9521 -1.2393 3.7823
C 1.1769 -0.0150 4.6693
O 1.4470 1.0413 3.8003
C 1.4571 2.3001 4.4173
N 1.3682 -2.4904 4.5221
H -0.5581 -2.4433 2.8706
H -0.9634 -0.6325 2.8887
H -1.0817 -1.5984 4.2141
H 1.5638 -1.1250 2.8873
H 2.0168 -0.0366 5.3637
H 0.2807 0.1824 5.2575
H 2.3474 2.5555 4.9920
H 0.6183 2.4303 5.1011
H 1.5001 3.0322 3.6108
H 1.3878 -3.2051 3.8087
H 0.6145 -2.6108 5.1835
C -2.5383 -3.2821 -1.5895
C -3.3638 -2.0535 -1.0437
C -3.3971 -1.7764 0.4176
O -4.1913 -0.5514 0.7909
C -4.4730 -0.5064 2.1137
N -2.8704 -0.9321 -1.8319
H -1.5637 -3.2646 -1.1017
H -2.2819 -3.1316 -2.6382
H -2.9117 -4.2914 -1.4163
H -4.3606 -2.2365 -1.4450
H -2.3545 -1.8759 0.7194
H -3.8314 -2.6983 0.8043
H -4.7385 0.5160 2.3823
H -3.5003 -0.7241 2.5548
H -5.2824 -1.2048 2.3262
H -1.9217 -0.6940 -1.5803
H -2.7810 -1.1718 -2.8090
C -2.1319 3.4228 2.2264
C -2.9810 3.1600 1.0007
C -2.7837 4.1823 -0.1612
O -3.7866 3.8040 -1.1190
C -4.5454 4.8526 -1.5527
N -2.7061 1.7691 0.6096
H -2.0326 2.5683 2.8958
H -2.3905 4.3533 2.7317
H -1.1013 3.7191 2.0310
H -4.0155 3.1310 1.3428
H -1.7804 4.0804 -0.5750
H -2.9643 5.2088 0.1579
H -5.0758 4.7256 -2.4964
H -3.8808 5.6597 -1.8610
H -5.2592 5.0868 -0.7630
H -2.2308 1.3130 1.3752
H -1.9311 1.8463 -0.0335
C 4.6443 0.2322 3.7318
C 4.6154 0.3930 2.2081
C 4.5280 -0.9137 1.2943
O 4.2152 -0.5990 -0.0340
C 4.4690 -1.7431 -0.8416
N 3.5824 1.2707 1.7707
H 3.7552 -0.2542 4.1329
H 4.6536 1.2137 4.2060
H 5.4881 -0.3565 4.0916
H 5.5535 0.9366 2.0961
H 3.8669 -1.6331 1.7775
H 5.4967 -1.4135 1.3038
H 3.8715 -2.5876 -0.4983
H 5.4749 -2.1620 -0.8683
H 4.2273 -1.4751 -1.8701
H 3.9192 2.1512 2.1332
H 2.7396 1.1869 2.3208
```

=====

What is the formula in the first record?
C20H51ClN3O11